No. 1
{"formula": "C5H14", "method": "ωB97M-V/def2-TZVPD", "charge": 0, "energy_ev": -5411.043, "e_homo_ev": -11.016, "max_force_ev_per_a": 3.1, "symbols": ["C", "C", "C", "H", "H", "H", "H", "H", "H", "H", "H", "C", "C", "H", "H", "H", "H", "H", "H"], "xyz": [[-1.123, -0.223, -1.361], [-0.131, 0.924, -1.455], [-0.965, 2.125, -1.847], [-0.870, -1.235, -1.133], [-1.632, -0.272, -2.311], [-1.822, 0.005, -0.507], [0.139, 1.237, -0.404], [0.766, 0.689, -2.019], [-0.520, 3.088, -1.552], [-0.959, 2.153, -2.967], [-1.968, 2.137, -1.391], [1.600, -1.543, 1.594], [0.617, -1.154, 2.673], [2.349, -0.730, 1.511], [2.017, -2.538, 1.724], [1.135, -1.427, 0.523], [-0.219, -1.835, 2.619], [0.566, -0.075, 2.609], [1.019, -1.326, 3.695]], "atomic_forces_ev_per_a": [[-1.0314, 0.2806, 1.0149], [-0.5295, 0.2537, 3.0568], [0.7393, 1.2179, -1.8891], [1.2272, -0.6415, 0.0529], [-0.6971, -0.0177, -0.2332], [0.2238, 0.0232, -1.1664], [0.5173, -0.9683, -0.8123], [-0.0616, 0.3619, -0.2631], [0.1429, -0.3286, -0.0246], [-0.8328, 0.1672, 0.7619], [0.3104, -0.3639, -0.4754], [-0.1436, 1.2654, -2.3316], [1.3904, -0.5757, 0.8985], [0.2804, -0.8792, 0.3626], [0.2301, 0.1012, -0.2000], [0.4516, -0.6820, 1.9518], [-0.9725, 0.7245, -0.1007], [-1.3838, 0.0988, -0.0155], [0.1388, -0.0374, -0.5873]]}



No. 2
{"formula": "C3H4O2S", "method": "ωB97M-V/def2-TZVPD", "charge": 0, "energy_ev": -18104.529, "e_homo_ev": -9.706, "max_force_ev_per_a": 5.5, "symbols": ["O", "C", "O", "C", "C", "S", "H", "H", "H", "H"], "xyz": [[2.070, -1.689, -0.254], [1.207, -0.922, -0.352], [0.095, -1.241, 0.408], [-0.874, -0.272, 0.273], [-0.076, 1.029, 0.081], [1.043, 0.820, -1.195], [-1.406, -0.653, -0.600], [-1.803, -0.416, 1.007], [-0.781, 1.893, -0.305], [0.526, 1.451, 0.937]], "atomic_forces_ev_per_a": [[2.7718, -0.8226, -1.1985], [-1.3707, 0.5314, 0.7424], [1.1397, 0.0853, 0.2282], [-2.8114, -0.0869, 0.2312], [-3.6858, 3.9386, 0.9989], [1.5577, -3.3657, -0.5276], [-0.1710, 1.2746, -0.8875], [2.7516, 0.8792, -0.4720], [1.0839, -1.5641, 1.1485], [-1.2657, -0.8698, -0.2635]]}



No. 3
{"formula": "C7H7N", "method": "ωB97M-V/def2-TZVPD", "charge": 0, "energy_ev": -8858.408, "e_homo_ev": -8.458, "max_force_ev_per_a": 6.9, "symbols": ["C", "C", "C", "C", "C", "C", "C", "N", "H", "H", "H", "H", "H", "H", "H"], "xyz": [[1.537, 0.560, -0.773], [1.581, -0.652, -0.211], [0.186, 1.185, -0.650], [0.168, -1.146, -0.322], [0.592, -1.682, -1.536], [-0.626, 0.156, -0.246], [-1.552, 0.237, 0.781], [1.057, -2.006, -2.538], [2.283, 1.230, -1.120], [2.345, -1.472, -0.162], [-0.149, 2.231, -0.662], [-0.206, -1.802, 0.528], [-1.357, -0.310, 1.740], [-2.623, -0.159, 0.597], [-1.717, 1.340, 1.013]], "atomic_forces_ev_per_a": [[-0.2006, 2.7683, 0.7550], [1.9989, -0.5350, 0.0877], [-0.6260, -2.3997, 0.2399], [-1.6201, 0.5572, 4.2886], [-1.2550, -1.9210, -3.0457], [3.5223, -0.0607, -2.3345], [-6.0670, 1.3606, 2.8977], [-0.2281, -0.4897, -0.1981], [1.2153, -0.1478, -0.1462], [-0.2529, 1.5888, -0.1070], [0.6931, -0.4945, 0.0174], [0.6841, 0.1581, -1.5469], [0.6803, 0.5686, -0.7768], [1.3768, 0.4277, -0.2279], [0.0790, -1.3808, 0.0969]]}